Here is the molecule CH7F3Si4 from OMol25. Energies are from ωB97M-V with the def2-TZVPD basis set.

```
15
Properties=species:S:1:pos:R:3:mulliken_charge:R:1
C 2.686 0.063 -0.008 0.539
F 2.459 0.996 0.909 -0.232
F 2.144 0.473 -1.175 -0.225
F 4.037 0.031 -0.183 -0.257
Si -0.373 -0.864 -0.202 0.322
Si 1.735 -1.528 0.633 0.313
Si -0.599 1.592 0.127 0.275
Si 0.728 3.356 0.615 0.129
H -0.176 -1.504 -1.470 -0.123
H -1.249 -1.870 0.342 -0.169
H 2.507 -2.048 1.773 -0.148
H 2.055 -2.537 -0.333 -0.122
H -1.650 2.082 -0.696 -0.161
H -1.227 1.115 1.533 -0.078
H 1.240 3.992 -0.622 -0.064
```

Energy relative to the best compared isomer or geometry (same formula, charge and spin): 0.5288 eV
F_max: 3.8 eV/A
HOMO-LUMO gap: 6.820 eV
E_LUMO: -1.6 eV

Here is the molecule C5H7NO from OMol25. Energies are from ωB97M-V with the def2-TZVPD basis set.

```
14
Properties=species:S:1:pos:R:3:mulliken_charge:R:1
C -2.007 0.713 -0.552 0.041
C -0.889 1.129 -0.390 -0.363
C 0.518 1.394 -0.097 -0.497
C 1.251 0.074 0.324 -0.628
N 0.365 -0.977 0.776 -0.253
C -0.291 -1.726 -0.168 -0.027
O 0.043 -1.813 -1.328 -0.534
H -3.000 0.366 -0.737 0.366
H 0.576 2.149 0.699 0.308
H 1.003 1.819 -0.985 0.280
H 1.787 -0.345 -0.530 0.306
H 1.968 0.285 1.121 0.318
H -0.152 -0.808 1.626 0.289
H -1.172 -2.260 0.240 0.394
```

Energy relative to the best compared isomer or geometry (same formula, charge and spin): 1.9815 eV
SMILES string: C#CCCNC=O
F_max: 0.6 eV/A
HOMO-LUMO gap: 10.600 eV
E_LUMO: 0.9 eV

Question: The highest F_max belongs to which entry?
Answer: CH7F3Si4